No. 1
A structure of composition C20H26Cl3HoNO4S at a distorted geometry, computed with wB97M-V/def2-TZVPD.

Structure (XYZ):
```
56
Properties=species:S:1:pos:R:3:forces:R:3:lowdin_charge:R:1
H -0.23128 4.14036 -2.99952 -0.03 -0.03 -0.04 0.118
O -0.30800 -1.57300 0.19283 -1.15 -1.42 -0.60 -0.337
H 0.16972 -2.46326 3.59779 0.00 -0.02 -0.14 0.127
O 2.39066 1.24147 -0.33259 0.15 0.14 -0.28 -0.045
C 1.70725 1.08061 3.37170 -0.12 -0.04 0.18 -0.082
H -2.12917 -4.95418 -2.22978 0.01 -0.03 0.01 0.113
C -0.22114 -0.37718 3.25716 0.05 0.08 0.35 -0.114
C 0.60187 -1.47705 3.49547 -0.04 0.18 0.17 -0.115
H -2.98887 0.28563 -0.95530 -0.03 -0.02 -0.03 0.041
H -4.75749 3.06296 0.75066 -0.02 0.00 0.00 0.080
H -4.88362 1.36791 0.27113 -0.02 0.01 -0.01 0.081
H 2.12666 2.07721 3.39121 0.02 0.01 -0.15 0.129
O 3.32034 -0.37097 0.81235 1.93 -0.16 -0.17 -0.132
H -0.36980 1.75374 -3.24508 0.06 0.00 -0.01 0.100
C 0.00192 4.28352 -0.86806 -0.05 -0.02 -0.06 -0.090
C -0.56697 3.60109 -2.11124 0.06 0.02 0.23 -0.269
C -2.51086 1.24672 -1.13522 0.21 -0.13 0.16 -0.321
C 3.44122 -0.51665 -1.55999 -0.05 0.12 0.05 -0.111
H -0.24806 3.73136 0.03765 0.01 0.04 0.01 0.059
C 2.52442 -0.02172 3.61803 -0.16 0.02 0.16 -0.078
S -0.72945 0.85857 -1.15216 -0.72 0.97 -1.20 0.985
O -0.25071 1.17143 0.26228 -0.45 0.60 0.15 -0.618
H -2.51691 1.90922 0.89469 -0.03 0.05 0.02 0.104
C -1.31840 -3.30328 -1.14823 0.20 0.09 0.25 -0.567
H 2.60464 -2.14431 3.90797 0.00 -0.03 -0.08 0.122
H -4.85695 2.63437 -0.95949 -0.05 0.02 0.03 0.082
H -2.50558 3.22744 -0.26219 0.03 -0.02 0.05 0.092
C 0.33309 0.90574 3.19838 0.04 -0.06 0.29 -0.119
H 1.08936 4.34535 -0.93047 0.00 -0.03 0.02 0.084
C -0.09909 2.16095 -2.26558 -0.16 -0.08 0.19 -0.317
H -2.76653 1.57717 -2.14344 0.03 -0.03 -0.03 0.109
H -1.65695 3.65136 -2.11616 0.01 0.01 -0.08 0.093
C 0.73192 -5.01892 -0.42139 0.14 -0.09 0.02 -0.117
H -1.29300 -0.50831 3.20090 0.00 -0.01 -0.19 0.129
Ho 1.20925 -0.35032 0.81704 -1.87 -0.13 2.46 1.427
C 1.97305 -1.29676 3.67888 -0.07 0.13 0.04 -0.111
C -0.30648 -5.47290 -1.21584 -0.06 0.16 0.02 -0.676
C 3.14201 0.24090 -0.28003 2.18 0.57 -1.29 -0.690
Cl -2.59050 -2.25047 -1.64841 -0.17 0.07 -0.04 0.761
C -1.32666 -4.61350 -1.59131 0.04 0.00 -0.01 -0.118
H 1.54246 -5.67926 -0.14562 0.00 0.02 0.01 0.115
C -4.44751 2.33213 0.00571 0.10 -0.05 -0.04 -0.085
Cl 2.02593 -3.04914 0.93415 0.22 -0.71 0.14 0.834
C 0.70689 -3.70700 0.00251 -0.26 0.17 -0.14 -0.530
N 2.15715 -1.26715 -1.67223 0.21 0.40 -0.06 0.022
H 3.57822 0.11803 3.81291 0.03 0.00 -0.16 0.129
H 0.98386 2.10106 -2.14075 0.02 -0.11 -0.06 0.079
C -0.31788 -2.79527 -0.29907 -0.09 -0.38 -0.07 -0.454
Cl -0.32376 -7.11229 -1.74770 0.01 -0.11 -0.05 0.707
H -0.30926 1.76871 3.09303 0.00 -0.01 -0.18 0.124
H -0.38528 5.29807 -0.77823 0.00 0.00 0.01 0.082
H 2.32616 -2.20926 -2.00070 -0.10 -0.13 0.18 0.100
H 4.27484 -1.19693 -1.41766 -0.01 -0.04 -0.03 0.131
C -2.92431 2.24268 -0.06027 -0.03 0.00 -0.03 -0.280
H 3.61769 0.14054 -2.40804 0.06 0.02 0.02 0.128
H 1.55990 -0.82725 -2.36264 -0.03 0.01 -0.04 0.089
```
Positions in Å, forces in eV/Å.

Results
- LUMO level (spin up / spin down) (eV) = -2.4 / -2.4
- <S²> = 6.00
- spin multiplicity = 5
- energy (Eh) = -3860.1770
- orbital gap (spin up / spin down) (eV) = 8.544 / 8.484
- charge = +1
- ΔE to the lowest compared entry with this formula, charge and spin (kJ/mol) = 109.44

No. 2
An isolated molecule of C20H26ClNO3, computed with wB97M-V/def2-TZVPD.

Structure (XYZ):
```
51
Properties=species:S:1:pos:R:3:forces:R:3:lowdin_charge:R:1
C 2.52284 1.48263 -0.34925 -0.21 0.10 0.34 -0.137
H 5.20461 3.17194 0.68139 0.06 0.08 -0.01 0.085
H 0.33316 0.26945 0.84027 0.00 0.03 -0.04 0.118
H 2.32538 0.41397 -0.42199 0.03 0.02 -0.08 0.108
O 3.60745 -0.91170 1.48509 -0.41 -0.12 -0.01 -0.041
H -2.38166 -2.09056 -0.22800 0.08 -0.12 0.02 0.109
C 2.34238 -3.11640 -1.18459 -0.13 -0.06 -0.03 -0.080
C 1.39990 2.11999 0.49118 -0.31 -0.78 -0.17 -0.328
H 2.48337 1.90156 -1.37048 -0.01 -0.09 0.03 0.139
H 5.28187 0.03528 1.92094 0.02 -0.06 -0.14 0.130
N 3.82359 1.67484 0.26119 0.17 -0.11 -0.04 -0.215
C 1.60882 -2.07816 1.26373 0.19 0.10 0.03 -0.024
C -2.34310 -0.00126 -0.68383 0.14 0.02 0.13 -0.185
H -0.68538 1.72912 0.95736 0.10 -0.06 -0.03 0.135
C 2.85481 -1.74554 0.72298 -0.18 -0.20 0.06 -0.288
H 4.51982 0.16209 -1.04531 0.08 0.08 0.00 0.114
C -3.05878 1.18822 -0.64036 0.04 -0.09 0.00 -0.021
H 5.77525 1.05806 -0.18164 0.00 -0.05 -0.03 0.121
C -2.93118 -1.16106 -0.19850 0.07 0.18 -0.07 -0.023
C 4.32219 3.01819 0.06206 0.02 0.00 0.06 -0.082
H -0.03839 -0.13960 -3.22576 0.11 -0.03 -0.08 0.081
C -4.33839 1.22608 -0.11860 -0.07 -0.03 0.01 -0.093
H -2.60129 2.09202 -1.01426 0.05 0.11 -0.02 0.125
H 4.58275 3.22433 -0.98867 -0.02 0.04 -0.03 0.092
H -0.41890 -0.91771 -0.89950 -0.10 0.17 -0.05 0.129
C 1.10441 -3.42765 -0.65434 -0.06 -0.11 -0.13 -0.108
C 0.13544 1.25471 0.40099 0.22 0.26 0.41 -0.145
H 1.72745 2.17302 1.53332 -0.03 -0.10 -0.09 0.158
C -1.03944 -0.11183 -2.80462 0.21 0.04 0.43 -0.007
H -4.67081 -2.04281 0.69306 -0.07 -0.06 0.05 0.104
O -0.20365 1.12718 -0.96646 0.07 0.12 -0.18 -0.119
C 0.74621 -2.90999 0.58173 0.04 0.00 0.04 -0.103
H 0.69954 3.39938 -0.76424 0.02 0.05 0.02 0.096
H 1.34871 -1.66834 2.22742 -0.04 0.05 0.12 0.122
H -0.21121 -3.15613 1.01812 -0.08 -0.01 0.05 0.103
H 5.50148 -1.25546 0.71172 -0.05 0.02 0.08 0.123
C -4.91009 0.05690 0.35634 0.20 -0.06 -0.07 -0.678
C -0.95325 -0.03031 -1.28030 -0.09 -0.27 -0.35 -0.355
H 2.63688 -3.52294 -2.14114 0.03 -0.03 -0.07 0.105
O 1.11922 3.44300 0.10398 -0.17 0.52 -0.23 -0.025
H -1.57944 -1.00783 -3.09649 -0.07 -0.08 -0.06 0.086
C 4.85122 -0.42939 1.03075 0.49 0.27 -0.34 -0.166
Cl -6.51286 0.09139 1.00568 -0.20 0.01 0.09 0.666
C 4.77327 0.63228 -0.08486 -0.24 -0.30 0.35 -0.173
H -1.55970 0.76070 -3.18993 -0.10 0.09 -0.06 0.085
H 0.42707 -4.07184 -1.19424 -0.05 -0.07 -0.04 0.100
C -4.21377 -1.14030 0.31856 -0.15 0.03 0.03 -0.100
H -4.89050 2.15205 -0.08189 -0.08 0.07 0.02 0.106
C 3.21973 -2.28572 -0.50645 0.31 0.23 0.13 -0.025
H 4.18289 -2.07129 -0.94271 0.08 0.06 -0.01 0.104
H 3.55114 3.72038 0.37035 0.07 0.13 -0.03 0.079
```
Positions in Å, forces in eV/Å.

Results
- LUMO level (eV) = 0.7
- energy (Eh) = -1518.3461
- orbital gap (eV) = 9.129
- ΔE to the lowest compared entry with this formula, charge and spin (kJ/mol) = 172.32
- structure (SMILES) = C[C@@H](OC[C@H](O)CN(C)CCOc1ccccc1)c1ccc(Cl)cc1